Molecular formula: C5H7NO2
Method: DFT, ωB97M-V with the def2-TZVPD basis set

Output
**Total charge**: 0
**Molecular weight**: 113.12 g mol⁻¹
**Calculated total energy**: -399.77197 Eh
**Energy above the lowest of the compared OMol25 structures with the same formula, charge and spin**: 5.268 eV
**HOMO**: -9.405 eV

Last column: Löwdin charge in e.
Geometry (Å):
O  1.57  1.92  0.87  0.10
C  0.78  1.06  0.55  -0.39
C  0.06  -0.01  1.21  -0.13
C  0.38  -1.37  0.67  -0.11
O  0.44  -1.28  -0.83  -0.15
C  -0.09  -0.30  -1.57  -0.22
C  -0.06  1.00  -0.67  -0.24
N  -1.15  0.61  0.24  0.07
H  -0.17  -0.10  2.35  0.18
H  -0.40  -2.29  1.06  0.18
H  1.40  -1.71  1.13  0.15
H  0.37  -0.32  -2.53  0.12
H  -1.32  -0.33  -1.37  0.17
H  -0.36  1.65  -1.63  0.19
H  -1.46  1.48  0.53  0.07

Molecular formula: C5H7NO2
Method: DFT, ωB97M-V with the def2-TZVPD basis set

Output
**Total charge**: 0
**Molecular weight**: 113.12 g mol⁻¹
**Calculated total energy**: -399.83313 Eh
**Energy above the lowest of the compared OMol25 structures with the same formula, charge and spin**: 3.604 eV
**HOMO**: -7.372 eV

Last column: Löwdin charge in e.
Geometry (Å):
O  0.29  1.38  -2.17  -0.25
C  -0.71  1.81  -1.02  -0.12
C  -0.59  0.52  -0.17  -0.33
C  -1.47  0.05  0.84  -0.02
C  -0.71  -1.07  1.49  -0.02
C  0.49  -1.17  0.71  -0.38
O  1.62  -1.75  1.22  0.01
N  0.50  -0.28  -0.35  0.09
H  0.55  2.41  -2.66  0.20
H  -1.82  1.88  -1.45  0.14
H  -0.18  2.81  -0.47  0.16
H  -2.43  0.36  1.25  0.09
H  -0.63  -1.46  2.49  0.09
H  2.26  -2.05  0.48  0.15
H  1.41  0.17  -0.74  0.20

Molecular formula: C5H7NO2
Method: DFT, ωB97M-V with the def2-TZVPD basis set

Output
**Total charge**: 0
**Molecular weight**: 113.12 g mol⁻¹
**Calculated total energy**: -399.78830 Eh
**Energy above the lowest of the compared OMol25 structures with the same formula, charge and spin**: 4.824 eV
**HOMO**: -7.519 eV

Last column: Löwdin charge in e.
Geometry (Å):
C  -0.93  0.89  -2.76  -0.06
C  0.36  -1.00  2.46  -0.42
C  0.01  -0.01  -1.98  -0.29
N  0.84  0.12  3.05  0.12
C  0.43  -0.87  0.38  -0.02
C  -0.39  0.04  0.12  0.00
O  0.12  -2.03  3.04  0.02
O  0.84  -0.71  -2.50  0.07
H  1.00  0.96  2.54  0.09
H  1.12  0.08  4.03  0.11
H  1.11  -1.62  0.02  0.08
H  -1.04  0.83  0.43  0.07
H  -1.96  0.61  -2.54  0.08
H  -0.75  0.79  -3.84  0.08
H  -0.76  1.92  -2.45  0.08

Molecular formula: C5H7NO2
Method: DFT, ωB97M-V with the def2-TZVPD basis set

Output
**Total charge**: 0
**Molecular weight**: 113.12 g mol⁻¹
**Calculated total energy**: -399.72128 Eh
**Energy above the lowest of the compared OMol25 structures with the same formula, charge and spin**: 6.647 eV
**HOMO**: -9.603 eV

Last column: Löwdin charge in e.
Geometry (Å):
O  2.18  -1.54  -0.29  0.02
C  1.16  -0.80  -0.01  -0.28
C  1.41  0.80  0.10  -0.19
O  0.33  1.49  -0.18  -0.16
C  -1.04  0.91  -0.10  -0.13
C  -0.93  -0.46  -0.59  -0.32
N  -1.35  -1.83  -0.18  0.16
C  -0.20  -1.11  0.47  -0.23
H  2.16  0.96  -0.87  0.19
H  1.89  0.98  1.14  0.15
H  -1.23  1.10  0.91  0.11
H  -1.41  1.75  -0.74  0.15
H  -0.25  -0.35  -1.52  0.19
H  -2.27  -1.32  0.54  0.23
H  -0.46  -0.58  1.32  0.11

Molecular formula: C5H7NO2
Method: DFT, ωB97M-V with the def2-TZVPD basis set

Output
**Total charge**: 0
**Molecular weight**: 113.12 g mol⁻¹
**Calculated total energy**: -399.75473 Eh
**Energy above the lowest of the compared OMol25 structures with the same formula, charge and spin**: 5.737 eV
**HOMO**: -9.138 eV

Last column: Löwdin charge in e.
Geometry (Å):
C  -2.19  -0.63  0.28  -0.14
O  -1.60  0.36  -0.44  -0.04
C  -0.21  0.20  -0.28  -0.59
C  0.73  1.39  -0.65  0.00
C  0.91  0.59  0.72  -0.05
C  1.92  -0.51  0.34  -0.14
N  1.57  -1.29  -0.56  0.14
O  0.22  -0.84  -0.89  -0.04
H  -1.80  -0.98  1.35  0.14
H  -1.97  -1.53  -0.37  0.10
H  -3.27  -0.59  0.21  0.08
H  1.42  1.07  -1.67  0.19
H  0.48  2.45  -0.69  0.09
H  0.88  1.04  1.64  0.10
H  2.88  -0.71  1.00  0.16

Molecular formula: C5H7NO2
Method: DFT, ωB97M-V with the def2-TZVPD basis set

Output
**Total charge**: 0
**Molecular weight**: 113.12 g mol⁻¹
**Calculated total energy**: -399.74247 Eh
**Energy above the lowest of the compared OMol25 structures with the same formula, charge and spin**: 6.071 eV
**HOMO**: -8.842 eV

Last column: Löwdin charge in e.
Geometry (Å):
C  1.93  -0.98  -0.24  -0.12
C  0.85  -0.26  0.59  -0.32
C  -1.30  0.16  0.07  -0.32
C  -2.57  -0.13  -0.43  0.07
C  0.57  1.20  0.14  -0.23
H  3.16  -1.05  0.29  0.13
H  1.57  -2.28  -0.45  0.16
H  2.30  -0.26  -1.30  0.15
H  0.98  -0.43  1.78  0.19
H  -2.84  -1.04  -0.34  -0.04
H  -3.42  0.66  -0.46  0.10
H  -1.48  2.07  0.04  0.14
N  -0.89  1.41  0.53  0.15
O  -0.36  -1.05  0.14  -0.08
O  1.51  1.98  -0.37  0.02